A cluster of 2 separate species, C7H11N3S2 in total in a non-equilibrium geometry, computed with ωB97M-V/def2-TZVPD.

Each line ends with the natural charge from an NBO analysis.
Atoms and positions in Å:
C: 1.197 1.346 0.689  0.096
C: -3.650 0.566 -0.039  0.067
C: 2.493 0.934 1.330  -0.299
C: -3.433 -0.565 -1.028  -0.288
C: 2.888 -0.613 -0.578  -0.471
C: 1.413 -0.295 -1.081  -0.228
C: 3.215 0.032 0.715  -0.136
N: 0.841 0.845 -0.426  -0.415
N: -2.717 0.611 0.868  -0.694
N: -2.682 -1.545 -0.294  -0.752
S: -4.871 1.640 -0.112  -0.168
S: -1.579 -0.776 0.718  0.549
H: 0.511 2.078 1.320  0.173
H: 2.832 1.520 2.283  0.218
H: -2.475 1.369 1.457  0.429
H: -4.299 -1.152 -1.294  0.241
H: -2.896 -0.042 -1.964  0.238
H: 2.811 -1.746 -0.539  0.228
H: 3.746 -0.248 -1.256  0.220
H: 1.515 -0.256 -2.095  0.205
H: 0.773 -1.180 -0.807  0.201
H: 4.170 -0.207 1.174  0.205
H: -3.242 -2.127 0.360  0.383

Calculated values
Energy above the lowest of the compared OMol25 structures with the same formula, charge and spin   39.98 kcal/mol
E_HOMO   -8.05 eV
Structure (SMILES)   C1=CCCN=C1.S=C1CNSN1
LUMO level   0.40 eV